--- 1 ---
{
  "formula": "C7H12",
  "method": "ωB97M-V/def2-TZVPD",
  "gap_ha": 0.382,
  "total_charge": 0,
  "homo_ev": -9.135,
  "smiles": "C=CCC/C=C/C",
  "symbols": ["C", "C", "C", "C", "C", "C", "C", "H", "H", "H", "H", "H", "H", "H", "H", "H", "H", "H", "H"],
  "coordinates": [[-1.819, -1.862, -1.593], [-1.492, -0.574, -0.912], [-0.671, -0.423, 0.122], [2.653, 0.117, 0.327], [1.855, 0.788, 1.151], [0.723, 1.660, 0.695], [-0.599, 0.888, 0.854], [-2.904, -2.018, -1.538], [-1.330, -2.706, -1.088], [-1.530, -1.851, -2.651], [-2.024, 0.324, -1.239], [-1.433, 1.512, 0.506], [-0.051, -1.255, 0.469], [2.571, 0.249, -0.751], [3.352, -0.636, 0.687], [1.912, 0.611, 2.226], [0.671, 2.598, 1.269], [0.856, 1.933, -0.359], [-0.775, 0.703, 1.921]],
  "mulliken_charge": [-1.135, -0.045, -0.176, -0.706, -0.134, -0.569, -0.742, 0.296, 0.304, 0.289, 0.269, 0.325, 0.285, 0.247, 0.267, 0.281, 0.307, 0.291, 0.348]
}

---

--- 2 ---
{
  "formula": "C7H12",
  "method": "ωB97M-V/def2-TZVPD",
  "gap_ha": 0.332,
  "total_charge": 0,
  "homo_ev": -8.288,
  "symbols": ["C", "C", "C", "C", "C", "C", "C", "H", "H", "H", "H", "H", "H", "H", "H", "H", "H", "H", "H"],
  "coordinates": [[1.500, 0.949, -1.655], [0.741, -0.167, -1.033], [0.736, -0.171, 0.438], [-0.572, -0.823, 0.919], [-1.177, -0.079, 2.106], [-1.428, -0.763, -0.329], [-0.722, -0.356, -1.386], [1.065, 2.004, -0.473], [2.563, 0.943, -1.404], [1.365, 0.968, -2.756], [1.449, -0.910, -1.513], [1.658, -0.387, 0.980], [0.818, 1.540, 0.403], [-0.435, -1.884, 1.213], [-1.327, 0.968, 1.827], [-0.495, -0.110, 2.963], [-2.137, -0.509, 2.410], [-2.488, -1.028, -0.324], [-1.113, -0.187, -2.386]],
  "mulliken_charge": [-1.281, 0.912, -1.237, 0.614, -1.475, -0.666, -0.565, 0.210, 0.401, 0.333, 0.196, 0.378, 0.024, 0.288, 0.366, 0.337, 0.395, 0.403, 0.368]
}

---

--- 3 ---
{
  "formula": "C7H12",
  "method": "ωB97M-V/def2-TZVPD",
  "gap_ha": 0.127,
  "total_charge": 0,
  "homo_ev": -6.526,
  "symbols": ["C", "C", "C", "C", "C", "C", "C", "H", "H", "H", "H", "H", "H", "H", "H", "H", "H", "H", "H"],
  "coordinates": [[0.534, 0.235, 1.160], [1.525, 0.290, 0.038], [0.986, -0.633, -1.124], [0.988, -1.985, -0.806], [0.176, 0.072, -2.080], [-2.275, 0.428, 1.933], [-2.178, 1.363, 0.977], [0.607, 1.138, 1.788], [0.531, -0.702, 1.710], [-0.528, 0.145, 0.823], [1.461, 1.249, -0.448], [2.568, 0.031, 0.229], [0.517, -2.680, -1.503], [1.733, -2.405, -0.177], [0.616, 0.963, -2.469], [-0.612, -0.472, -2.532], [-2.408, -0.576, 1.489], [-2.319, 2.483, 1.053], [-1.922, 1.054, -0.060]],
  "mulliken_charge": [-0.635, -0.599, 0.791, -0.979, -0.930, -0.126, -0.532, 0.415, 0.391, -0.292, 0.326, 0.351, 0.314, 0.307, 0.306, 0.321, 0.208, 0.222, 0.140]
}

---

Calculated relative energies: 1 0.0; 2 86.2; 3 186.3, given in kcal/mol

---

--- 1 ---
{
  "formula": "C7H12",
  "method": "ωB97M-V/def2-TZVPD",
  "gap_ha": 0.392,
  "total_charge": 0,
  "homo_ev": -9.532,
  "smiles": "C[C@H]1[C@H]2CCC[C@@H]12",
  "symbols": ["C", "C", "C", "C", "C", "C", "C", "H", "H", "H", "H", "H", "H", "H", "H", "H", "H", "H", "H"],
  "coordinates": [[-1.882, 0.236, 0.596], [-1.154, -0.554, -0.468], [-0.028, -0.011, -1.303], [0.722, 1.193, -0.705], [1.348, 0.651, 0.680], [1.210, -0.886, 0.649], [0.195, -1.206, -0.399], [-2.656, 0.848, 0.120], [-2.369, -0.448, 1.298], [-1.243, 0.907, 1.175], [-1.831, -1.196, -1.024], [-0.008, -0.186, -2.377], [1.372, 1.629, -1.487], [0.041, 2.018, -0.434], [2.371, 0.936, 0.986], [0.707, 1.055, 1.470], [0.812, -1.370, 1.545], [2.166, -1.367, 0.386], [0.227, -2.249, -0.708]],
  "mulliken_charge": [-1.491, 0.079, -0.187, -0.803, -0.774, -0.667, -0.238, 0.340, 0.347, 0.325, 0.408, 0.385, 0.341, 0.261, 0.412, 0.186, 0.306, 0.370, 0.401]
}

---

--- 2 ---
{
  "formula": "C7H12",
  "method": "ωB97M-V/def2-TZVPD",
  "gap_ha": 0.392,
  "total_charge": 0,
  "homo_ev": -9.484,
  "smiles": "C=CCC1C=C1.C",
  "symbols": ["C", "C", "C", "C", "C", "C", "C", "H", "H", "H", "H", "H", "H", "H", "H", "H", "H", "H", "H"],
  "coordinates": [[-1.987, -1.265, -1.099], [-0.248, -1.042, 1.682], [0.801, -0.344, 1.259], [1.377, -0.282, -0.125], [1.285, 1.154, -0.660], [0.058, 2.005, -0.495], [1.048, 2.299, 0.282], [-2.394, -2.033, -0.436], [-1.041, -1.617, -1.517], [-2.693, -1.065, -1.907], [-0.640, -0.902, 2.686], [-0.772, -1.751, 1.048], [1.269, 0.346, 1.962], [0.884, -0.987, -0.805], [2.440, -0.564, -0.103], [1.917, 1.329, -1.537], [-0.953, 2.205, -0.816], [-1.803, -0.356, -0.521], [1.451, 2.870, 1.103]],
  "mulliken_charge": [-0.989, -0.779, -0.272, -0.185, -0.419, -0.250, -0.548, 0.290, 0.231, 0.313, 0.243, 0.279, 0.279, 0.098, 0.316, 0.406, 0.405, 0.185, 0.394]
}

---

--- 3 ---
{
  "formula": "C7H12",
  "method": "ωB97M-V/def2-TZVPD",
  "gap_ha": 0.345,
  "total_charge": 0,
  "homo_ev": -8.422,
  "smiles": "C=C(C)C(=C)CC",
  "symbols": ["C", "C", "C", "C", "C", "C", "C", "H", "H", "H", "H", "H", "H", "H", "H", "H", "H", "H", "H"],
  "coordinates": [[-2.002, -1.084, -0.390], [-1.460, -0.012, 0.555], [-0.274, 0.660, -0.097], [-0.190, 1.968, -0.450], [1.751, -0.220, -1.121], [0.992, -0.161, -0.001], [1.392, -0.802, 1.290], [-2.448, -0.652, -1.295], [-1.171, -1.599, -0.904], [-2.508, -1.894, 0.154], [-1.107, -0.204, 1.570], [-2.319, 0.664, 0.661], [-1.221, 2.298, -0.515], [0.726, 2.525, -0.577], [1.992, 0.683, -1.705], [2.572, -0.920, -1.255], [0.744, -1.660, 1.504], [1.229, -0.041, 2.053], [2.464, -0.929, 1.270]],
  "mulliken_charge": [-1.160, -0.530, 0.459, -0.999, -0.980, 0.602, -1.455, 0.363, 0.323, 0.318, 0.332, 0.387, 0.270, 0.355, 0.250, 0.355, 0.301, 0.348, 0.463]
}

---

Calculated relative energies: 1 0.0; 2 57.5; 3 38.8, given in kcal/mol

---

--- 1 ---
{
  "formula": "C7H12",
  "method": "ωB97M-V/def2-TZVPD",
  "gap_ha": 0.398,
  "total_charge": 0,
  "homo_ev": -9.692,
  "smiles": "C[C@H]1[C@H]2CCC[C@@H]12",
  "symbols": ["C", "C", "C", "C", "C", "C", "C", "H", "H", "H", "H", "H", "H", "H", "H", "H", "H", "H", "H"],
  "coordinates": [[0.729, 1.235, -1.356], [-0.592, 0.508, -1.197], [-0.808, -0.852, -0.579], [0.256, -1.603, 0.194], [0.772, -0.632, 1.286], [-0.236, 0.566, 1.344], [-1.212, 0.377, 0.181], [1.109, 1.188, -2.381], [0.597, 2.295, -1.103], [1.509, 0.838, -0.701], [-1.263, 0.685, -2.039], [-1.592, -1.441, -1.046], [-0.231, -2.470, 0.655], [1.054, -1.991, -0.451], [0.871, -1.138, 2.254], [1.783, -0.289, 1.032], [0.318, 1.508, 1.258], [-0.797, 0.645, 2.284], [-2.267, 0.573, 0.365]],
  "mulliken_charge": [-1.446, 0.005, -0.241, -0.690, -0.805, -0.720, -0.200, 0.382, 0.289, 0.313, 0.429, 0.389, 0.363, 0.317, 0.341, 0.274, 0.229, 0.388, 0.382]
}

---

--- 2 ---
{
  "formula": "C7H12",
  "method": "ωB97M-V/def2-TZVPD",
  "gap_ha": 0.385,
  "total_charge": 0,
  "homo_ev": -9.402,
  "smiles": "C=C=CCCCC",
  "symbols": ["C", "C", "C", "C", "C", "C", "C", "H", "H", "H", "H", "H", "H", "H", "H", "H", "H", "H", "H"],
  "coordinates": [[-3.127, 0.850, -0.073], [-1.981, 0.021, -0.653], [-0.696, 0.157, 0.168], [0.487, -0.678, -0.346], [1.695, -0.533, 0.551], [2.964, -0.344, 0.297], [4.258, -0.161, 0.290], [-3.359, 0.539, 0.953], [-2.866, 1.915, -0.042], [-4.042, 0.750, -0.666], [-2.281, -1.035, -0.700], [-1.791, 0.331, -1.690], [-0.912, -0.135, 1.207], [-0.403, 1.215, 0.205], [0.184, -1.735, -0.370], [0.728, -0.401, -1.380], [1.511, -0.590, 1.624], [4.687, 0.838, 0.325], [4.946, -1.003, 0.300]],
  "mulliken_charge": [-1.234, -0.333, -0.650, -0.346, -0.352, 0.066, -0.748, 0.313, 0.314, 0.363, 0.305, 0.308, 0.318, 0.292, 0.265, 0.338, 0.307, 0.237, 0.235]
}

---

Calculated relative energies: 1 0.0; 2 21.1, given in kcal/mol

---

--- 1 ---
{
  "formula": "C7H12",
  "method": "ωB97M-V/def2-TZVPD",
  "gap_ha": [0.353, 0.274],
  "total_charge": 0,
  "homo_ev": [-9.264, -8.109],
  "symbols": ["C", "C", "C", "C", "C", "C", "C", "H", "H", "H", "H", "H", "H", "H", "H", "H", "H", "H", "H"],
  "coordinates": [[-2.764, 0.599, 0.320], [-2.081, -0.100, -0.758], [-0.544, -0.109, -0.428], [0.370, -0.793, -1.439], [1.683, -0.656, -0.798], [2.442, -0.324, 0.080], [3.007, 0.210, 1.314], [-3.291, 0.041, 1.086], [-0.176, 0.926, 1.795], [-3.059, 1.636, 0.187], [-2.397, -1.147, -0.858], [-2.194, 0.403, -1.728], [-0.462, -0.572, 0.558], [-0.262, 0.936, -0.282], [0.079, -1.840, -1.575], [0.318, -0.293, -2.412], [2.132, 0.611, 1.863], [3.715, 1.027, 1.143], [3.485, -0.555, 1.932]],
  "mulliken_charge": [-0.886, -0.472, -0.836, -0.571, -0.460, 0.522, -0.956, 0.309, 0.038, 0.306, 0.330, 0.321, 0.433, 0.519, 0.317, 0.323, 0.181, 0.290, 0.292]
}

---

--- 2 ---
{
  "formula": "C7H12",
  "method": "ωB97M-V/def2-TZVPD",
  "gap_ha": [0.289, 0.288],
  "total_charge": 0,
  "homo_ev": [-7.485, -7.155],
  "symbols": ["C", "C", "C", "C", "C", "C", "C", "H", "H", "H", "H", "H", "H", "H", "H", "H", "H", "H", "H"],
  "coordinates": [[-2.167, -0.781, -0.019], [-1.554, 0.609, 0.106], [-0.675, 0.805, 1.256], [1.492, 0.100, 0.066], [2.585, -0.934, 0.007], [0.713, 0.423, -1.028], [-0.562, 0.974, -0.965], [-1.375, -1.537, 0.009], [-2.852, -0.965, 0.818], [-2.720, -0.898, -0.958], [-2.345, 1.373, 0.079], [-0.472, 1.816, 1.595], [-0.437, 0.002, 1.944], [1.519, 0.796, 0.893], [2.669, -1.360, -1.000], [2.396, -1.771, 0.691], [3.559, -0.513, 0.287], [1.114, 0.210, -2.025], [-0.888, 1.651, -1.756]],
  "mulliken_charge": [-1.430, 0.636, -1.275, -0.189, -1.128, -0.219, -0.653, 0.303, 0.358, 0.362, 0.334, 0.368, 0.411, 0.495, 0.356, 0.257, 0.293, 0.346, 0.376]
}

---

--- 3 ---
{
  "formula": "C7H12",
  "method": "ωB97M-V/def2-TZVPD",
  "gap_ha": 0.383,
  "total_charge": 0,
  "homo_ev": -9.340,
  "smiles": "CC#CCCCC",
  "symbols": ["C", "C", "C", "C", "C", "C", "C", "H", "H", "H", "H", "H", "H", "H", "H", "H", "H", "H", "H"],
  "coordinates": [[-3.250, 0.544, -0.265], [-2.049, -0.179, -0.871], [-0.726, 0.234, -0.231], [0.478, -0.479, -0.863], [1.709, -0.322, -0.077], [2.692, -0.227, 0.615], [3.883, -0.136, 1.463], [-3.293, 0.394, 0.820], [-3.194, 1.624, -0.448], [-4.191, 0.181, -0.691], [-2.175, -1.264, -0.752], [-2.011, 0.009, -1.953], [-0.751, 0.006, 0.842], [-0.587, 1.320, -0.315], [0.251, -1.551, -0.951], [0.635, -0.113, -1.886], [3.709, 0.532, 2.313], [4.741, 0.250, 0.902], [4.156, -1.120, 1.859]],
  "mulliken_charge": [-1.252, -0.350, -0.573, -0.902, -0.225, 0.917, -1.329, 0.316, 0.318, 0.353, 0.304, 0.297, 0.345, 0.302, 0.292, 0.309, 0.292, 0.298, 0.288]
}

---

--- 4 ---
{
  "formula": "C7H12",
  "method": "ωB97M-V/def2-TZVPD",
  "gap_ha": 0.377,
  "total_charge": 0,
  "homo_ev": -9.086,
  "smiles": "C=C1CC1.C=CC",
  "symbols": ["C", "C", "C", "C", "C", "C", "C", "H", "H", "H", "H", "H", "H", "H", "H", "H", "H", "H", "H"],
  "coordinates": [[-2.790, -0.277, -0.144], [-1.535, -0.568, -0.913], [-0.785, 0.378, -1.463], [1.379, 0.272, 0.829], [1.870, -0.938, 0.181], [2.704, 0.337, 0.227], [0.476, 0.878, 1.564], [-3.629, -0.240, -0.842], [-2.745, 0.696, 0.357], [-3.020, -1.047, 0.597], [-1.237, -1.613, -1.003], [0.127, 0.141, -2.006], [-1.005, 1.436, -1.318], [1.492, -1.263, -0.779], [2.164, -1.754, 0.827], [2.771, 0.884, -0.704], [3.593, 0.382, 0.842], [-0.474, 0.419, 1.799], [0.644, 1.875, 1.949]],
  "mulliken_charge": [-1.157, 0.194, -0.901, 0.436, -0.509, -0.521, -0.730, 0.352, 0.282, 0.306, 0.314, 0.362, 0.231, 0.186, 0.226, 0.202, 0.248, 0.244, 0.235]
}

---

Calculated relative energies: 1 123.0; 2 57.6; 3 0.0; 4 34.2, given in kcal/mol